Below is a single C4H9NOS molecule, with properties calculated with the ωB97M-V functional and the def2-TZVPD basis.

Last column: natural (NBO) charge in e.
Cartesian coordinates (Å):
C: 1.4413 -0.1411 -1.5725  -0.432
N: 0.6708 1.1110 -1.4221  -0.631
C: -0.2314 1.1077 -0.3168  0.710
O: -1.3591 1.5476 -0.4356  -0.572
C: 0.3357 0.1464 0.8251  -0.548
C: -0.8404 -0.3911 1.7073  -0.505
S: -2.0549 -1.5538 0.8838  -0.093
H: 2.1540 -0.0425 -0.7964  0.200
H: 1.8630 -0.2342 -2.6466  0.215
H: 0.8869 -1.1094 -1.4590  0.183
H: -0.0157 0.9955 -2.1710  0.375
H: 0.7385 -0.7671 0.5209  0.233
H: 0.9562 0.6798 1.5812  0.246
H: -1.4896 0.2500 2.4881  0.248
H: -0.1968 -1.1926 2.2607  0.209
H: -2.8585 -0.4063 0.5531  0.162

Properties
calculated total energy = -685.9272 Ha
SMILES = CNC(=O)CCS
maximum force = 5.485 eV Å⁻¹
total charge = 0
HOMO-LUMO gap = 9.90 eV